*w*
# CH2BrNO3

A cluster of 2 separate species, CH2BrNO3 in total (ωB97M-V/def2-TZVPD, the Open Molecules 2025 dataset).

```
! wB97M-V def2-TZVPD RIJCOSX def2/J DEFGRID3
* xyz 0 1
Br 2.70 -0.33 -0.18
O -2.33 -1.25 -0.21
O -1.62 0.68 0.07
O -0.21 -0.90 -0.42
N -1.42 -0.47 -0.16
C 1.21 0.63 0.23
H 0.76 0.36 1.22
H 0.92 1.28 -0.55
*
```

Gap between HOMO and LUMO: 7.67 eV
HOMO: -9.91 eV
E_LUMO: -0.082 hartree

*x*
# CH2BrNO3

A cluster of 2 separate species, CH2BrNO3 in total (ωB97M-V/def2-TZVPD, the Open Molecules 2025 dataset).

```
! wB97M-V def2-TZVPD RIJCOSX def2/J DEFGRID3
* xyz 0 1
Br -0.38 -2.27 0.32
O -0.51 -0.35 -2.15
O 0.23 0.79 -3.76
O 1.35 0.73 -1.91
N 0.40 0.43 -2.60
C 0.27 -0.62 0.10
H -0.40 0.16 0.24
H 1.20 -0.42 -0.43
*
```

Gap between HOMO and LUMO (alpha / beta): 6.76 / 6.76 eV
HOMO (alpha / beta): -9.62 / -9.62 eV
E_LUMO (alpha / beta): -0.105 / -0.105 hartree

*w* is the most stable structure; the next one sits 42.5 kJ/mol above it.

*w*
# C2H4O2S

A cluster of 2 separate species, C2H4O2S in total (ωB97M-V/def2-TZVPD, the Open Molecules 2025 dataset).

```
! wB97M-V def2-TZVPD RIJCOSX def2/J DEFGRID3
* xyz 0 1
S -1.88 -2.09 -0.48
O 2.68 0.78 1.17
O -2.50 -1.77 0.80
C 1.61 1.23 0.90
C -0.95 -0.75 -1.02
H 0.95 1.03 -0.03
H -0.53 0.22 -0.71
H -0.68 -0.82 -2.10
H 1.30 2.18 1.48
*
```

Gap between HOMO and LUMO: 8.93 eV
HOMO: -9.71 eV
E_LUMO: -0.029 hartree

*x*
# C2H4O2S

A cluster of 2 separate species, C2H4O2S in total (ωB97M-V/def2-TZVPD, the Open Molecules 2025 dataset).

```
! wB97M-V def2-TZVPD RIJCOSX def2/J DEFGRID3
* xyz 0 1
S 0.70 1.04 0.91
O 0.38 -1.69 0.63
O -0.67 1.19 1.40
C 0.85 1.45 -0.70
C -0.72 -1.72 0.17
H -0.89 -1.98 -0.93
H 1.91 1.34 -1.09
H -1.57 -1.39 0.84
H 0.02 1.75 -1.22
*
```

Gap between HOMO and LUMO: 9.33 eV
HOMO: -9.62 eV
E_LUMO: -0.011 hartree

*x* is the most stable structure; the next one sits 68.2 kJ/mol above it.

*w*
# C2H4O2S

An isolated molecule of C2H4O2S (ωB97M-V/def2-TZVPD, the Open Molecules 2025 dataset).

```
! wB97M-V def2-TZVPD RIJCOSX def2/J DEFGRID3
* xyz 0 1
S -1.73 -0.29 0.17
O 1.08 -0.85 0.70
O 2.08 0.73 -0.43
C 1.05 0.19 -0.12
C -0.33 0.58 -0.67
H -1.64 0.34 1.33
H -0.38 1.70 -0.68
H -0.27 0.28 -1.69
H 0.22 -1.25 0.95
*
```

Gap between HOMO and LUMO: 10.49 eV
SMILES: O=C(O)CS
HOMO: -10.02 eV
E_LUMO: 0.017 hartree

*x*
# C2H4O2S

An isolated molecule of C2H4O2S (ωB97M-V/def2-TZVPD, the Open Molecules 2025 dataset).

```
! wB97M-V def2-TZVPD RIJCOSX def2/J DEFGRID3
* xyz 0 1
S -0.07 -0.21 -0.36
O -0.60 -1.33 -1.09
O -1.05 0.28 0.85
C -0.12 -0.65 1.45
C 0.23 1.11 -1.50
H 0.92 0.66 -2.21
H 0.69 1.94 -0.98
H 0.53 -0.19 2.18
H -0.53 -1.62 1.66
*
```

Gap between HOMO and LUMO: 8.73 eV
SMILES: C=[S@@]1(=O)CO1
HOMO: -9.15 eV
E_LUMO: -0.016 hartree

*y*
# C2H4O2S

An isolated molecule of C2H4O2S (ωB97M-V/def2-TZVPD, the Open Molecules 2025 dataset).

```
! wB97M-V def2-TZVPD RIJCOSX def2/J DEFGRID3
* xyz 0 1
S 1.02 -1.02 -0.02
O 1.01 1.67 0.01
O -1.75 -0.62 -0.16
C 0.36 0.70 0.00
C -1.27 0.67 0.01
H -1.89 -1.00 0.67
H -1.53 0.94 1.02
H -0.04 -1.74 0.39
H -1.62 1.48 -0.61
*
```

Gap between HOMO and LUMO: 10.19 eV
SMILES: O=C(S)CO
HOMO: -9.81 eV
E_LUMO: 0.014 hartree

*z*
# C2H4O2S

A cluster of 2 separate species, C2H4O2S in total (ωB97M-V/def2-TZVPD, the Open Molecules 2025 dataset).

```
! wB97M-V def2-TZVPD RIJCOSX def2/J DEFGRID3
* xyz 0 1
S -2.02 -0.83 -0.06
O -3.44 -1.15 0.08
O 2.74 -1.49 0.49
C -1.60 0.66 0.49
C 1.89 -1.29 -0.33
H -0.59 0.83 0.39
H 1.45 -0.31 -0.41
H -2.35 1.31 1.02
H 1.62 -1.82 -1.28
*
```

Gap between HOMO and LUMO: 9.68 eV
HOMO: -10.11 eV
E_LUMO: -0.016 hartree

*w* is the most stable structure; the next one sits 102.8 kJ/mol above it.

*w*
# C11H14N2O2

An isolated molecule of C11H14N2O2 (ωB97M-V/def2-TZVPD, the Open Molecules 2025 dataset).

```
! wB97M-V def2-TZVPD RIJCOSX def2/J DEFGRID3
* xyz 0 1
O -3.17 0.90 0.21
O -0.01 -2.31 0.54
N -1.92 1.10 -0.30
N 0.27 1.76 0.39
C 2.58 -1.09 0.12
C 3.81 -0.47 0.11
C -3.41 -0.28 0.78
C 0.15 -1.10 -0.10
C -0.99 1.27 0.77
C 3.79 0.90 0.00
C 2.63 1.69 0.06
C -0.88 -0.95 -1.21
C 1.34 1.07 0.04
C -1.52 0.43 -1.50
C 1.39 -0.38 0.04
H 2.58 -2.17 -0.15
H -4.42 -0.31 1.31
H 4.74 1.46 -0.17
H -1.60 -1.75 -1.14
H 2.61 2.76 0.05
H 0.79 -2.57 0.87
H -1.42 1.74 1.64
H 4.75 -1.08 0.16
H -2.67 -0.69 1.44
H -0.89 0.92 -2.14
H -2.43 0.20 -1.91
H 0.63 2.66 0.87
H -3.58 -1.03 -0.04
H -0.35 -1.24 -2.09
*
```

Gap between HOMO and LUMO (alpha / beta): 7.26 / 6.89 eV
HOMO (alpha / beta): -6.53 / -6.20 eV
E_LUMO (alpha / beta): 0.027 / 0.025 hartree

*x*
# C11H14N2O2

An isolated molecule of C11H14N2O2 (ωB97M-V/def2-TZVPD, the Open Molecules 2025 dataset).

```
! wB97M-V def2-TZVPD RIJCOSX def2/J DEFGRID3
* xyz 0 1
O -1.84 -1.77 2.13
O 0.06 -1.75 3.17
N -0.67 -1.36 2.28
N 0.07 1.93 3.35
C 1.09 -0.51 0.64
C 0.55 1.43 -0.91
C -1.44 -0.83 -0.79
C -0.12 -0.96 -1.52
C -0.21 -0.30 1.37
C -1.29 0.26 0.35
C -0.76 1.59 -0.16
C 0.00 1.08 2.63
C 1.62 0.87 0.04
C 0.92 -1.46 -0.51
C 0.26 0.39 -2.05
H -2.28 0.37 0.73
H 1.83 1.64 0.72
H -1.89 -1.72 -0.46
H -0.24 -1.71 -2.32
H 1.25 0.33 -2.54
H 0.93 2.37 -1.17
H 2.44 0.48 -0.52
H -0.53 2.28 0.60
H 1.93 -1.05 1.22
H 0.44 -2.45 -0.26
H -0.53 0.71 -2.73
H -1.50 2.04 -0.78
H 1.90 -1.65 -1.03
H -1.97 -0.25 -1.48
*
```

Gap between HOMO and LUMO: 9.82 eV
HOMO: -10.60 eV
E_LUMO: -0.029 hartree

*x* is the most stable structure; the next one sits 121.7 kJ/mol above it.

*w*
# C4H6N2OS

An isolated molecule of C4H6N2OS (ωB97M-V/def2-TZVPD, the Open Molecules 2025 dataset).

```
! wB97M-V def2-TZVPD RIJCOSX def2/J DEFGRID3
* xyz 0 1
S -3.11 -0.34 -0.26
O 2.65 -0.05 -0.47
N -0.47 -0.88 0.66
N -0.71 0.52 0.27
C -1.82 0.91 -0.25
C 0.62 1.09 0.19
C 1.51 -0.08 -0.23
C 0.74 -1.27 -0.14
H 1.31 -1.94 0.40
H 1.11 1.44 1.20
H 0.73 2.05 -0.38
H -1.79 1.96 -0.40
H -1.26 -1.53 0.41
H 0.49 -1.90 -1.01
*
```

Gap between HOMO and LUMO: 8.79 eV
SMILES: O=C1CNN(C=S)C1
HOMO: -8.43 eV
E_LUMO: 0.013 hartree

*x*
# C4H6N2OS

An isolated molecule of C4H6N2OS (ωB97M-V/def2-TZVPD, the Open Molecules 2025 dataset).

```
! wB97M-V def2-TZVPD RIJCOSX def2/J DEFGRID3
* xyz 0 1
S -3.04 -0.42 0.42
O -1.44 1.64 -0.37
N 3.44 0.67 0.57
N 1.98 -0.94 -0.48
C -0.35 -0.47 -0.40
C -1.43 0.46 -0.30
C 3.07 -0.65 0.06
C 0.93 0.03 -0.30
H 3.98 -1.14 -0.01
H 4.24 0.74 1.16
H 1.14 1.24 -0.15
H -2.67 -1.72 0.20
H -0.59 -1.53 -0.47
H 2.71 1.64 0.49
*
```

Gap between HOMO and LUMO: 8.85 eV
SMILES: N/C=N\C=C\C(=O)S
HOMO: -9.15 eV
E_LUMO: -0.011 hartree

*y*
# C4H6N2OS

An isolated molecule of C4H6N2OS (ωB97M-V/def2-TZVPD, the Open Molecules 2025 dataset).

```
! wB97M-V def2-TZVPD RIJCOSX def2/J DEFGRID3
* xyz 0 1
S -1.95 1.88 1.14
O 2.02 0.16 1.68
N -2.20 -0.07 -0.62
N 1.99 -0.64 -0.91
C 0.06 0.12 0.36
C 0.68 -0.28 -0.80
C -1.35 0.59 0.24
C 0.77 0.24 1.60
H 2.41 -0.84 -1.76
H 0.08 0.44 2.48
H 2.54 -0.45 -0.09
H -3.17 0.27 -0.69
H -2.05 -0.99 -0.87
H 0.17 -0.43 -1.76
*
```

Gap between HOMO and LUMO: 8.37 eV
SMILES: N/C=C(\C=O)C(N)=S
HOMO: -8.21 eV
E_LUMO: 0.006 hartree

*y* is the most stable structure; the next one sits 228.1 kJ/mol above it.

*w*
# C4H6N2OS

An isolated molecule of C4H6N2OS (ωB97M-V/def2-TZVPD, the Open Molecules 2025 dataset).

```
! wB97M-V def2-TZVPD RIJCOSX def2/J DEFGRID3
* xyz 0 1
S 1.36 3.10 1.01
O 0.02 -0.77 -1.57
N -1.36 -2.27 -0.50
N 1.80 1.17 -0.62
C 1.08 1.55 0.53
C -0.62 -0.98 -0.52
C -0.97 -0.10 0.51
C -0.12 0.78 1.05
H -1.63 -0.63 1.13
H -1.19 -3.04 -1.32
H 2.77 1.78 -0.70
H -0.59 1.42 1.85
H -1.86 -2.49 0.37
H 1.31 0.47 -1.20
*
```

Gap between HOMO and LUMO: 7.39 eV
SMILES: NC(=O)/C=C\C(N)=S
HOMO: -8.50 eV
E_LUMO: -0.041 hartree

*x*
# C4H6N2OS

An isolated molecule of C4H6N2OS (ωB97M-V/def2-TZVPD, the Open Molecules 2025 dataset).

```
! wB97M-V def2-TZVPD RIJCOSX def2/J DEFGRID3
* xyz 0 1
S -2.84 -0.83 0.34
O -1.56 1.64 -0.04
N 0.77 0.62 0.22
N 0.46 -1.50 -0.28
C -1.55 0.09 -0.53
C 1.77 -1.27 0.06
C -0.16 -0.32 -0.17
C 1.98 0.03 0.33
H -2.00 -1.86 0.74
H 2.77 0.53 0.89
H 0.79 1.63 0.43
H -1.81 0.20 -1.63
H -1.81 2.39 -0.56
H 2.54 -2.07 0.04
*
```

Gap between HOMO and LUMO: 9.52 eV
SMILES: O[C@H](S)c1ncc[nH]1
HOMO: -8.92 eV
E_LUMO: 0.022 hartree

*x* is the most stable structure; the next one sits 69.3 kJ/mol above it.

*w*
# C4H6N2OS

An isolated molecule of C4H6N2OS (ωB97M-V/def2-TZVPD, the Open Molecules 2025 dataset).

```
! wB97M-V def2-TZVPD RIJCOSX def2/J DEFGRID3
* xyz 0 1
S 2.38 1.42 1.46
O -0.63 -0.40 -0.07
N 0.18 -0.03 0.97
N 1.07 0.75 -0.90
C 1.20 0.73 0.50
C -0.36 -0.20 2.28
C 0.03 0.05 -1.16
C -0.51 -0.31 -2.47
H -1.05 0.65 2.53
H 0.17 -0.08 -3.30
H -0.67 -1.40 -2.55
H -1.47 0.21 -2.66
H -0.85 -1.19 2.37
H 0.50 -0.18 2.98
*
```

Gap between HOMO and LUMO: 8.80 eV
SMILES: Cc1nc(=S)n(C)o1
HOMO: -8.27 eV
E_LUMO: 0.019 hartree

*x*
# C4H6N2OS

An isolated molecule of C4H6N2OS (ωB97M-V/def2-TZVPD, the Open Molecules 2025 dataset).

```
! wB97M-V def2-TZVPD RIJCOSX def2/J DEFGRID3
* xyz 0 1
S 0.52 2.38 0.08
O 2.31 -0.93 -0.21
N 2.25 0.46 -0.24
N -2.16 0.04 -0.55
C 0.23 -0.39 0.21
C 1.04 0.74 0.05
C 1.09 -1.42 0.07
C -1.24 -0.44 0.52
H -2.01 1.02 -0.71
H -1.44 0.03 1.50
H -1.92 -0.37 -1.44
H 0.96 -2.50 0.15
H 1.83 2.83 -0.07
H -1.46 -1.47 0.63
*
```

Gap between HOMO and LUMO: 10.06 eV
SMILES: NCc1conc1S
HOMO: -9.35 eV
E_LUMO: 0.026 hartree

*y*
# C4H6N2OS

An isolated molecule of C4H6N2OS (ωB97M-V/def2-TZVPD, the Open Molecules 2025 dataset).

```
! wB97M-V def2-TZVPD RIJCOSX def2/J DEFGRID3
* xyz 0 1
S 1.52 -0.09 -1.53
O -2.39 0.63 -1.31
N 0.24 -0.32 1.33
N 1.95 -0.78 -0.15
C 1.42 -1.01 1.01
C -1.20 0.54 -0.77
C 0.17 1.19 -1.30
C -1.03 -0.35 0.52
H -1.15 -1.23 -0.11
H 0.28 2.14 -0.60
H -0.14 -0.54 2.34
H -2.03 -0.38 1.04
H 2.07 -1.48 1.71
H 0.27 1.69 -2.19
*
```

Gap between HOMO and LUMO: 8.66 eV
SMILES: O=C1CNC=NSC1
HOMO: -8.16 eV
E_LUMO: 0.018 hartree

*z*
# C4H6N2OS

An isolated molecule of C4H6N2OS (ωB97M-V/def2-TZVPD, the Open Molecules 2025 dataset).

```
! wB97M-V def2-TZVPD RIJCOSX def2/J DEFGRID3
* xyz 0 1
S 1.58 -0.03 -1.07
O -1.28 2.11 -0.22
N 0.06 -0.37 -0.53
N -1.80 -1.47 0.13
C -2.30 -0.18 0.19
C -1.54 0.84 -0.14
C -0.57 -1.50 -0.27
C 2.48 0.16 0.51
H 1.82 -0.17 1.31
H -0.08 -2.46 -0.38
H 3.37 -0.46 0.47
H -3.34 -0.09 0.49
H 2.76 1.20 0.66
H -1.16 2.40 -1.14
*
```

Gap between HOMO and LUMO: 8.85 eV
HOMO: -8.46 eV
E_LUMO: 0.015 hartree

*w* is the most stable structure; the next one sits 37.3 kJ/mol above it.

*w*
# C4H6N2OS

An isolated molecule of C4H6N2OS (ωB97M-V/def2-TZVPD, the Open Molecules 2025 dataset).

```
! wB97M-V def2-TZVPD RIJCOSX def2/J DEFGRID3
* xyz 0 1
S -0.31 0.88 2.73
O -2.26 0.14 -1.17
N -0.43 -1.40 -1.70
N 1.80 0.61 1.26
C -1.64 0.70 -0.20
C 0.41 0.64 1.29
C 0.18 -0.64 -0.68
C -0.28 0.31 0.05
H 2.56 0.51 0.42
H 2.19 0.90 2.13
H 0.13 -1.96 -2.27
H -2.26 1.26 0.50
H 1.14 -1.11 -0.29
H -1.24 -0.84 -2.07
*
```

Gap between HOMO and LUMO: 8.76 eV
SMILES: N/C=C(\C=O)C(N)=S
HOMO: -8.56 eV
E_LUMO: 0.007 hartree

*x*
# C4H6N2OS

An isolated molecule of C4H6N2OS (ωB97M-V/def2-TZVPD, the Open Molecules 2025 dataset).

```
! wB97M-V def2-TZVPD RIJCOSX def2/J DEFGRID3
* xyz 0 1
S 2.76 0.45 0.05
O -0.30 2.79 -0.01
N 1.42 1.47 -0.36
N -3.25 0.86 0.07
C -2.09 0.62 -0.06
C 0.03 1.63 -0.07
C -0.31 -0.76 -1.14
C -0.79 0.45 -0.32
H 3.11 0.81 1.36
H 1.65 2.44 -0.60
H -1.29 -1.06 -1.74
H -3.79 0.84 0.88
H 0.06 -1.62 -0.53
H 0.47 -0.61 -1.83
*
```

Gap between HOMO and LUMO: 9.61 eV
SMILES: CC(=C=N)C(=O)NS
HOMO: -9.04 eV
E_LUMO: 0.021 hartree

*w* is the most stable structure; the next one sits 74.9 kJ/mol above it.